This record from the Open Molecules 2025 dataset describes C12H23IrN2O3P2 as an isolated structure in a non-equilibrium geometry. The level of theory is ωB97M-V with the def2-TZVPD basis set.

```
43
Properties=species:S:1:pos:R:3:forces:R:3
Ir 0.015352 -0.076736 -0.029751 -0.0454 0.0906 -0.1697
P -2.145040 0.354105 -0.423548 -3.1182 0.6200 -0.4527
C -2.093400 0.727447 -2.169415 0.2380 1.0862 -0.0149
C -0.871509 1.260151 -2.630283 0.2939 0.6686 -0.6857
N 0.246471 1.090273 -1.850224 -0.0788 -0.5240 1.0111
C 1.459400 1.496193 -2.243221 0.3257 0.0167 0.1034
C 1.619219 2.191405 -3.428764 0.0107 0.0396 -0.4307
C 0.517866 2.453584 -4.231259 0.6747 0.0896 -0.1136
C -0.707807 1.987182 -3.841112 -1.2857 -0.7972 0.4639
C 2.650196 1.132321 -1.402988 0.0175 -0.4049 0.7644
P 2.215204 -0.350748 -0.351340 3.0484 0.6189 -1.3195
H -1.596097 2.115435 -4.443644 0.0577 0.1539 -0.1758
H 2.617394 2.464650 -3.723031 0.1309 0.2210 -0.1419
H 0.642173 2.967111 -5.174189 -0.0490 0.1225 -0.0088
H 3.531342 0.849063 -2.005364 -0.3952 0.2341 0.0226
H 2.991590 1.952113 -0.735058 -0.3768 -0.2739 -0.3511
H -2.097924 -1.246670 -3.705874 0.1454 -0.7950 -0.1713
H -3.020975 0.903522 -2.727822 0.3322 -0.1826 0.1215
H -0.856940 -3.203591 -2.707109 -0.7686 0.4592 -0.9913
O -1.896250 -2.195709 -3.829589 -0.0113 0.6624 0.1731
H -2.375004 -2.455369 -4.632802 0.1362 -0.1406 0.1497
H -0.126374 -1.604989 -0.527632 -0.0340 -1.0928 -0.3264
O -0.588575 -3.538648 -1.826411 0.1371 0.0762 0.8495
H 0.379397 -3.462395 -1.784849 0.3140 -0.3015 0.0166
C 2.622208 -1.750149 -1.409451 -0.2381 -0.6151 -0.1265
H 3.659628 -1.677095 -1.753297 -0.0965 -0.0322 0.0793
H 2.501306 -2.674200 -0.828311 0.1800 0.1339 -0.0435
H 1.961126 -1.816762 -2.286556 0.2182 0.2583 0.1692
C 3.409929 -0.335990 0.985540 -0.2717 -0.1498 0.5270
H 3.300795 -1.259722 1.564720 0.1515 0.1380 -0.0120
H 4.420304 -0.281133 0.565272 -0.1184 -0.0381 -0.0048
H 3.240050 0.523267 1.644784 0.0665 -0.1405 -0.1328
C -2.885309 1.765506 0.483204 0.4744 0.0108 -0.1157
H -3.881138 1.973147 0.072789 0.1204 -0.1088 0.0394
H -2.968198 1.519011 1.550545 -0.0171 -0.0486 -0.2705
H -2.260383 2.661155 0.375077 -0.1409 -0.1795 -0.0065
C -3.277491 -1.032025 -0.252268 0.3958 -0.2827 0.2539
H -3.456908 -1.205015 0.813713 -0.1091 -0.1286 -0.1861
H -4.212444 -0.780012 -0.762050 -0.0231 0.0070 0.0738
H -2.808880 -1.908833 -0.711038 -0.2996 0.0607 0.1259
O 0.018586 0.077777 4.181627 0.0929 0.2607 -3.5665
C 0.043800 0.158757 2.991425 -0.1219 -0.3703 7.0302
N 0.063209 0.232218 1.811355 0.0372 0.5780 -2.1564
```
Forces are in eV/Å.

Results
2S+1	6
⟨S²⟩	8.806
net charge	+3
relative energy (zero: lowest compared OMol25 entry of this formula, charge and spin)	0.00	kcal per mole
DFT total energy	-1592.0832	hartree
E_LUMO (alpha / beta)	-9.481 / -16.172	eV